Entry 1:
A structure of composition C25H58O16S, computed with wB97M-V/def2-TZVPD.

The HOMO energy is -9.0106 eV.

Last column: Mulliken charge in e.
Cartesian coordinates (Å):
O1 1.452 1.717 1.274  -0.525
C1 1.769 0.706 0.722  0.080
O2 1.246 0.334 -0.457  -0.358
C2 1.079 -1.083 -0.606  -0.606
C3 0.027 -1.626 0.351  -1.017
C4 -1.396 -1.147 0.056  0.339
C5 -1.901 0.030 0.894  -0.275
O3 -2.869 0.718 0.053  -0.359
S1 -2.993 -0.018 -1.345  1.143
O4 -3.970 -1.052 -1.223  -0.498
O5 -3.052 0.908 -2.417  -0.593
O6 -1.528 -0.645 -1.297  -0.365
H1 2.550 0.041 1.127  0.485
H2 0.775 -1.240 -1.642  0.428
H3 2.031 -1.612 -0.457  0.322
H4 0.051 -2.719 0.292  0.501
H5 0.280 -1.365 1.386  0.310
H6 -2.087 -1.989 0.146  0.454
H7 -1.131 0.771 1.134  0.228
H8 -2.404 -0.281 1.814  0.280
C6 -10.052 -2.510 -1.783  -0.834
O7 -10.347 -1.496 -0.838  -0.247
C7 -10.114 -1.891 0.503  -0.578
C8 -8.810 -1.339 1.037  -0.569
O8 -7.690 -1.893 0.374  -0.388
C9 -7.125 -1.037 -0.608  -0.512
H9 -10.089 -2.060 -2.774  0.226
H10 -9.059 -2.934 -1.617  0.421
H11 -10.800 -3.309 -1.734  0.303
H12 -10.117 -2.982 0.587  0.363
H13 -10.938 -1.502 1.110  0.362
H14 -8.729 -1.596 2.099  0.400
H15 -8.808 -0.248 0.951  0.333
H16 -6.606 -0.197 -0.135  0.313
H17 -7.891 -0.651 -1.286  0.220
H18 -6.403 -1.617 -1.173  0.180
C10 7.897 1.919 2.390  -0.378
O9 6.931 2.520 3.231  -0.376
C11 5.814 3.043 2.531  -0.642
C12 4.612 2.132 2.622  -0.385
O10 4.836 0.896 1.951  -0.298
C13 5.139 -0.175 2.823  -0.902
H19 8.612 1.406 3.032  0.261
H20 7.444 1.192 1.711  0.281
H21 8.429 2.680 1.807  0.050
H22 6.070 3.219 1.481  0.328
H23 5.561 4.006 2.983  0.404
H24 3.756 2.616 2.144  0.302
H25 4.357 1.953 3.671  0.342
H26 4.249 -0.482 3.386  0.346
H27 5.933 0.084 3.527  0.443
H28 5.465 -1.012 2.206  0.255
C14 12.568 7.212 1.022  -0.668
O11 13.078 5.900 1.159  -0.369
C15 12.544 5.194 2.267  -0.631
C16 11.474 4.212 1.847  -0.412
O12 10.325 4.868 1.335  -0.366
C17 10.248 4.855 -0.078  -0.825
H29 12.904 7.591 0.058  0.240
H30 11.475 7.225 1.049  0.282
H31 12.954 7.866 1.811  0.321
H32 12.137 5.891 3.006  0.351
H33 13.365 4.644 2.736  0.381
H34 11.161 3.635 2.722  0.346
H35 11.878 3.514 1.107  0.366
H36 10.012 3.850 -0.448  0.329
H37 11.181 5.193 -0.536  0.385
H38 9.445 5.531 -0.366  0.254
C18 -12.451 -0.164 -3.171  -0.768
O13 -12.388 -0.849 -4.411  -0.344
C19 -13.656 -1.089 -4.995  -0.545
C20 -13.959 -0.110 -6.108  -0.517
O14 -14.107 1.214 -5.623  -0.373
C21 -12.965 2.024 -5.826  -0.689
H39 -11.437 0.124 -2.903  0.211
H40 -13.073 0.733 -3.238  0.400
H41 -12.842 -0.820 -2.387  0.344
H42 -14.443 -1.044 -4.236  0.347
H43 -13.643 -2.102 -5.411  0.390
H44 -14.903 -0.395 -6.583  0.371
H45 -13.170 -0.155 -6.866  0.328
H46 -12.846 2.272 -6.886  0.325
H47 -12.056 1.535 -5.468  0.287
H48 -13.118 2.945 -5.266  0.244
C22 4.370 -4.444 -0.106  -0.863
O15 4.198 -4.096 1.255  -0.124
C23 4.008 -5.214 2.108  -0.545
C24 5.270 -5.567 2.863  -0.592
O16 6.292 -6.025 1.996  -0.382
C25 7.278 -5.051 1.712  -0.632
H49 4.693 -3.548 -0.633  0.240
H50 5.127 -5.223 -0.230  0.415
H51 3.427 -4.791 -0.544  0.261
H52 3.663 -6.079 1.534  0.393
H53 3.226 -4.952 2.829  0.357
H54 5.046 -6.373 3.568  0.391
H55 5.613 -4.700 3.438  0.297
H56 7.907 -4.866 2.590  0.327
H57 6.832 -4.108 1.386  0.221
H58 7.902 -5.445 0.912  0.246

Entry 2:
A cluster of 4 separate species, C25H59ClNO5PS in total at a distorted geometry, computed with wB97M-V/def2-TZVPD.

The HOMO energy is -9.1393 eV. As for the structure (SMILES): CCCCO[PH](CCCS)(CCCCl)CCC(N)=O.CCOCC.CCOCC.CCOCC.

Last column: Mulliken charge in e.
Cartesian coordinates (Å):
C1 2.033 0.648 -1.023  -1.186
C2 0.663 -0.047 -0.974  -0.562
C3 -0.359 0.711 -0.111  0.978
C4 -1.232 1.642 -0.941  -0.847
O1 -1.905 2.588 -0.125  -0.304
P1 -3.634 2.428 -0.062  2.601
C5 -3.873 3.196 -1.733  -1.223
C6 -2.922 4.324 -2.147  -0.484
C7 -3.195 5.628 -1.386  -0.434
S1 -1.780 6.762 -1.323  -0.242
C8 -5.498 2.008 0.111  -1.286
C9 -6.149 1.184 -1.008  -0.830
C10 -5.376 -0.022 -1.521  -0.382
Cl1 -5.070 -1.246 -0.261  -0.183
C11 -3.736 3.498 1.429  -1.877
C12 -2.565 4.369 1.921  -0.053
C13 -1.672 3.747 2.970  0.112
N1 -1.174 2.458 2.765  -0.222
O2 -1.399 4.354 3.956  -0.604
H1 1.942 1.729 -0.872  0.341
H2 2.681 0.272 -0.225  0.296
H3 2.553 0.470 -1.968  0.238
H4 0.792 -1.040 -0.534  0.399
H5 0.279 -0.188 -1.991  0.426
H6 0.179 1.322 0.623  0.109
H7 -0.982 0.004 0.446  -1.103
H8 -0.621 2.174 -1.684  0.291
H9 -1.956 1.034 -1.513  0.382
H10 -3.417 1.039 0.117  -0.737
H11 -4.896 3.589 -1.749  0.514
H12 -3.840 2.404 -2.490  0.436
H13 -3.086 4.529 -3.212  0.495
H14 -1.879 4.026 -2.046  0.033
H15 -3.995 6.169 -1.899  0.389
H16 -3.548 5.430 -0.373  0.100
H17 -0.852 5.902 -1.757  0.128
H18 -6.099 2.916 0.248  0.493
H19 -5.581 1.431 1.042  0.523
H20 -7.116 0.818 -0.641  0.471
H21 -6.381 1.817 -1.873  0.301
H22 -5.936 -0.507 -2.322  0.467
H23 -4.404 0.256 -1.937  0.117
H24 -4.578 4.161 1.208  0.639
H25 -4.085 2.858 2.248  0.593
H26 -2.991 5.242 2.425  0.406
H27 -1.954 4.746 1.097  0.111
H28 -0.173 2.459 2.601  0.283
H29 -1.631 1.996 1.986  -0.150
C14 -2.674 -1.854 2.444  -0.692
C15 -1.404 -2.623 2.118  -0.531
O3 -0.212 -1.869 2.255  -0.300
C16 0.072 -1.388 3.560  -0.225
C17 0.250 -2.485 4.594  -1.228
H30 -2.750 -0.961 1.820  -0.095
H31 -3.544 -2.482 2.248  0.433
H32 -2.719 -1.543 3.489  0.283
H33 -1.424 -2.924 1.069  0.359
H34 -1.348 -3.543 2.710  0.392
H35 -0.687 -0.670 3.885  0.330
H36 1.003 -0.829 3.453  0.358
H37 -0.664 -3.061 4.749  0.302
H38 0.533 -2.051 5.553  0.443
H39 1.032 -3.179 4.279  0.202
C18 3.658 -0.050 -7.589  -1.023
C19 3.805 0.502 -6.182  -0.368
O4 3.069 -0.208 -5.201  -0.374
C20 3.400 -1.576 -5.039  -0.356
C21 4.843 -1.823 -4.632  -1.050
H40 2.608 -0.076 -7.882  0.285
H41 4.199 0.584 -8.293  0.384
H42 4.061 -1.060 -7.679  0.267
H43 3.412 1.518 -6.142  0.315
H44 4.864 0.560 -5.903  0.316
H45 3.156 -2.143 -5.945  0.331
H46 2.732 -1.931 -4.254  0.338
H47 5.548 -1.503 -5.399  0.273
H48 5.001 -2.889 -4.463  0.388
H49 5.078 -1.288 -3.711  0.278
C22 4.100 -3.792 2.402  -0.817
C23 3.891 -5.131 3.090  -0.336
O5 5.040 -5.960 3.095  -0.437
C24 6.180 -5.440 3.754  -0.333
C25 5.966 -5.137 5.227  -1.012
H50 4.435 -3.942 1.375  0.306
H51 3.167 -3.226 2.384  0.215
H52 4.845 -3.180 2.914  0.268
H53 3.132 -5.702 2.554  0.323
H54 3.516 -4.985 4.110  0.269
H55 6.557 -4.552 3.234  0.284
H56 6.940 -6.215 3.646  0.340
H57 5.229 -4.348 5.383  0.260
H58 6.903 -4.806 5.676  0.386
H59 5.624 -6.029 5.755  0.284

Entry 3:
A cluster of 7 separate species, C25H59N6O7PSi in total at a distorted geometry, computed with wB97M-V/def2-TZVPD.

The HOMO energy is -7.7779 eV. As for the structure (SMILES): C=CPCCO[Si](C)(C)C.CNC(C)=O.CNC(C)=O.CNC(C)=O.CNC(C)=O.CNC(C)=O.CNC(C)=O.

Last column: Mulliken charge in e.
Cartesian coordinates (Å):
C1 4.017 -2.015 1.948  -0.373
C2 4.202 -0.903 2.919  -0.238
P1 4.675 0.903 2.519  -0.130
C3 3.518 1.713 1.234  -0.612
C4 2.024 1.049 1.124  -0.100
O1 1.426 0.642 2.405  -0.525
Si1 -0.205 0.064 2.102  0.754
C5 -1.371 1.368 1.255  -0.297
C6 -0.285 -1.528 0.977  -0.790
C7 -1.012 -0.463 3.814  -0.665
H1 3.176 -2.108 1.139  0.240
H2 4.768 -2.938 2.048  0.131
H3 4.076 -1.183 4.071  0.275
H4 5.989 0.834 1.880  0.033
H5 3.384 2.869 1.499  0.351
H6 4.042 1.678 0.187  0.230
H7 1.314 1.904 0.687  0.046
H8 2.003 0.194 0.292  0.169
H9 -2.461 0.946 1.044  0.191
H10 -0.854 1.644 0.218  -0.286
H11 -1.430 2.311 1.951  0.256
H12 0.281 -2.450 1.453  0.247
H13 -1.441 -1.825 0.956  0.293
H14 0.044 -1.319 -0.135  0.237
H15 -0.709 0.374 4.578  0.266
H16 -0.677 -1.547 4.118  -0.027
H17 -2.169 -0.519 3.592  0.270
C8 -5.851 -0.927 -1.235  -1.518
C9 -4.429 -0.783 -0.768  1.009
O2 -4.125 -0.821 0.422  -0.656
N1 -3.460 -0.604 -1.712  0.013
C10 -3.616 -0.533 -3.145  -0.880
H18 -6.507 -1.062 -0.372  0.186
H19 -6.162 -0.025 -1.769  0.489
H20 -5.944 -1.804 -1.881  0.421
H21 -2.529 -0.515 -1.322  0.105
H22 -3.018 -1.330 -3.591  0.297
H23 -3.234 0.434 -3.479  0.171
H24 -4.656 -0.640 -3.457  0.414
C11 4.980 -3.214 -2.760  -1.305
C12 4.554 -3.823 -1.453  0.826
O3 3.425 -3.667 -0.996  -0.654
N2 5.466 -4.571 -0.769  -0.138
C13 6.830 -4.869 -1.138  -0.867
H25 4.148 -2.648 -3.187  0.307
H26 5.816 -2.529 -2.598  0.340
H27 5.261 -4.000 -3.466  0.354
H28 5.108 -4.949 0.101  0.242
H29 6.933 -5.954 -1.207  0.300
H30 7.484 -4.495 -0.347  0.283
H31 7.113 -4.415 -2.089  0.323
C14 -0.860 -5.155 6.766  -1.158
C15 0.525 -5.687 6.520  0.717
O4 0.821 -6.860 6.730  -0.656
N3 1.467 -4.821 6.047  -0.129
C16 1.315 -3.419 5.741  -0.687
H32 -1.499 -5.959 7.141  0.277
H33 -0.828 -4.362 7.518  0.331
H34 -1.288 -4.780 5.833  0.337
H35 2.374 -5.251 5.906  0.212
H36 1.564 -3.274 4.687  0.271
H37 2.020 -2.859 6.358  0.247
H38 0.302 -3.060 5.928  0.245
C17 -8.842 1.167 1.054  -1.310
C18 -8.216 1.860 -0.125  0.778
O5 -7.803 1.242 -1.102  -0.666
N4 -8.113 3.220 -0.087  -0.164
C19 -8.536 4.116 0.963  -0.826
H39 -8.854 0.089 0.879  0.268
H40 -8.258 1.365 1.957  0.368
H41 -9.872 1.508 1.184  0.397
H42 -7.682 3.615 -0.914  0.236
H43 -9.263 4.814 0.540  0.286
H44 -7.661 4.672 1.307  0.279
H45 -8.986 3.588 1.805  0.316
C20 -1.422 3.718 -4.354  -1.310
C21 -1.011 2.895 -3.164  0.861
O6 -1.476 1.779 -2.950  -0.603
N5 -0.091 3.425 -2.308  0.095
C22 0.564 4.709 -2.388  -0.965
H46 -2.159 3.165 -4.943  0.264
H47 -1.877 4.655 -4.022  0.377
H48 -0.554 3.919 -4.988  0.339
H49 0.135 2.815 -1.531  0.008
H50 1.642 4.536 -2.436  0.295
H51 0.329 5.267 -1.478  0.333
H52 0.249 5.284 -3.259  0.331
C23 2.870 2.642 -4.047  -0.636
C24 3.648 3.861 -4.461  0.707
O7 3.110 4.953 -4.630  -0.657
N6 4.992 3.728 -4.650  -0.164
C25 5.799 2.541 -4.503  -0.801
H53 1.815 2.903 -3.936  -0.283
H54 2.955 1.867 -4.813  0.496
H55 3.238 2.273 -3.087  0.231
H56 5.447 4.591 -4.928  0.249
H57 6.563 2.742 -3.749  0.274
H58 6.283 2.339 -5.462  0.287
H59 5.211 1.672 -4.203  0.300

Entry 4:
A cluster of 13 separate species, C25H59N9O26 in total at a distorted geometry, computed with wB97M-V/def2-TZVPD.

The HOMO energy is -9.7345 eV. The calculation puts the energy above the lowest of the compared OMol25 structures with the same formula, charge and spin at 171.2 kJ/mol.

Last column: Mulliken charge in e.
Cartesian coordinates (Å):
C1 17.585 -8.539 -9.040  0.665
N1 18.705 -8.177 -8.179  1.088
O1 18.878 -7.029 -7.834  -0.324
O2 19.417 -9.104 -7.751  -0.510
H1 16.687 -8.449 -8.427  0.100
H2 17.756 -9.521 -9.480  -0.835
H3 17.596 -7.737 -9.778  -0.260
C2 15.595 -8.883 -4.150  -0.910
N2 16.787 -8.315 -4.853  0.763
O3 16.644 -7.681 -5.909  -0.313
O4 17.838 -8.203 -4.198  -0.448
H4 14.758 -8.189 -4.223  0.275
H5 15.778 -9.024 -3.085  0.348
H6 15.394 -9.862 -4.585  0.274
C3 13.225 -8.291 -7.125  -0.460
N3 13.342 -9.723 -7.481  0.907
O5 14.343 -10.327 -7.102  -0.474
O6 12.447 -10.285 -8.057  -0.519
H7 13.983 -7.630 -7.545  -0.047
H8 13.335 -8.268 -6.041  0.220
H9 12.249 -7.900 -7.412  0.347
C4 22.328 -6.446 -9.805  -0.577
N4 21.542 -7.544 -10.379  0.644
O7 20.360 -7.339 -10.503  -0.289
O8 22.109 -8.581 -10.692  -0.234
H10 21.972 -6.222 -8.800  0.215
H11 22.155 -5.604 -10.475  0.358
H12 23.346 -6.835 -9.801  -0.092
C5 18.795 -4.187 -9.645  -0.100
N5 19.045 -3.328 -10.782  0.936
O9 18.178 -2.545 -11.259  -0.561
O10 20.222 -3.324 -11.209  -0.525
H13 19.558 -4.955 -9.523  -0.139
H14 17.829 -4.625 -9.899  -0.062
H15 18.839 -3.528 -8.778  0.408
C6 18.106 -12.456 -6.462  -0.678
N6 17.237 -12.521 -7.644  0.721
O11 17.352 -11.621 -8.454  -0.210
O12 16.481 -13.444 -7.778  -0.541
H16 19.054 -12.813 -6.864  0.307
H17 17.703 -13.050 -5.642  0.291
H18 18.213 -11.417 -6.148  0.117
C7 14.699 -5.927 -9.875  -0.547
N7 13.911 -6.805 -10.801  0.959
O13 13.819 -8.026 -10.578  -0.424
O14 13.396 -6.203 -11.769  -0.562
H19 13.986 -5.852 -9.054  0.458
H20 14.954 -4.972 -10.336  0.302
H21 15.596 -6.473 -9.586  -0.117
C8 18.556 -6.317 -13.469  -0.837
N8 17.763 -7.312 -12.693  0.951
O15 18.128 -8.492 -12.616  -0.416
O16 16.711 -6.882 -12.198  -0.489
H22 18.523 -6.539 -14.536  0.243
H23 19.574 -6.456 -13.105  0.190
H24 18.032 -5.401 -13.195  0.395
C9 20.732 -6.885 -5.328  0.700
N9 21.958 -6.176 -4.939  1.128
O17 22.130 -5.827 -3.797  -0.609
O18 22.820 -6.022 -5.822  -0.611
H25 20.231 -7.374 -4.493  0.021
H26 20.935 -7.538 -6.177  -0.241
H27 19.989 -6.169 -5.677  -0.387
O19 17.817 -5.000 -1.182  -0.588
C10 18.566 -5.511 -2.006  0.603
O20 18.735 -5.231 -3.291  -0.038
C11 17.808 -4.435 -3.926  -0.395
C12 18.053 -4.249 -5.424  -0.879
C13 19.591 -6.553 -1.534  -0.720
H28 17.732 -3.450 -3.464  0.341
H29 16.835 -4.912 -3.802  0.289
H30 17.224 -3.800 -5.971  0.407
H31 18.092 -5.131 -6.062  -0.061
H32 18.985 -3.777 -5.738  0.439
H33 19.416 -7.407 -2.188  0.090
H34 19.506 -6.754 -0.466  0.343
H35 20.627 -6.273 -1.724  0.224
O21 23.061 -12.002 -11.839  -0.551
C14 22.614 -11.127 -12.582  0.936
O22 21.277 -10.994 -12.983  -0.301
C15 20.209 -11.642 -12.322  -0.616
C16 19.897 -10.958 -10.988  0.010
C17 23.418 -10.177 -13.358  -1.270
H36 20.370 -12.702 -12.125  0.331
H37 19.334 -11.461 -12.946  0.346
H38 18.887 -11.168 -10.637  -0.025
H39 19.962 -9.878 -11.117  -0.280
H40 20.530 -11.169 -10.127  0.443
H41 24.493 -10.314 -13.240  0.386
H42 23.335 -9.124 -13.087  0.215
H43 23.189 -10.216 -14.423  0.371
O23 23.677 -11.449 -9.257  -0.620
C18 23.688 -10.286 -8.814  0.393
O24 24.544 -9.278 -9.121  -0.168
C19 25.655 -9.472 -9.943  0.085
C20 26.523 -8.210 -9.910  -1.191
C21 22.690 -9.828 -7.791  -0.242
H44 25.334 -9.822 -10.924  -0.014
H45 26.281 -10.306 -9.625  0.350
H46 25.902 -7.398 -10.289  0.251
H47 27.443 -8.232 -10.493  0.403
H48 26.878 -8.003 -8.900  0.285
H49 23.255 -9.496 -6.919  0.446
H50 21.897 -10.501 -7.467  0.308
H51 22.290 -8.935 -8.270  -0.352
O25 16.437 -10.415 -14.460  -0.600
C22 15.431 -9.903 -13.943  0.716
O26 14.950 -10.187 -12.683  -0.245
C23 15.713 -11.077 -11.817  0.420
C24 14.796 -11.440 -10.616  -1.114
C25 14.720 -8.753 -14.612  -0.934
H52 16.630 -10.622 -11.441  -0.206
H53 15.847 -12.052 -12.285  0.391
H54 13.935 -12.007 -10.971  0.473
H55 14.507 -10.606 -9.977  0.003
H56 15.298 -12.145 -9.952  0.327
H57 14.106 -9.093 -15.446  0.323
H58 15.436 -8.024 -14.992  0.255
H59 14.074 -8.239 -13.900  0.223